(1)
Computed, not measured: 11 unconnected molecules or ions with the total composition C56H77BN11O8, with wB97M-V/def2-TZVPD.

ORCA input file:
```
! RIJCOSX wB97M-V def2-TZVPD def2/J DEFGRID3
* xyz -1 1
C -4.4046 -0.3545 3.9481
C -2.9082 -0.0189 4.2378
C -2.0816 -1.2264 3.9086
O -1.2635 -1.6836 4.6895
O -2.3290 -1.8163 2.7160
C -1.3520 -1.4429 1.6883
C -1.7601 -0.1378 1.0344
C -1.0440 0.1662 -0.2990
C 0.1563 1.0907 -0.0622
C 1.3597 0.3808 0.5492
C 2.3427 -0.1125 -0.4932
O 3.6994 0.0894 0.0100
C 4.6146 -0.5012 -0.7941
C 5.3720 0.4552 -1.6815
O 4.8095 -1.6948 -0.8271
C -2.0760 0.7694 -1.3025
O -2.0731 -0.0843 -2.4277
B -0.8104 -0.8596 -2.4233
N 0.3780 -0.2281 -3.2381
C 0.8518 -1.0505 -4.3107
C 2.3018 -0.7767 -4.6566
O 0.2140 -1.8792 -4.9152
C 0.0848 1.0564 -3.7877
C 0.8596 2.2453 -3.2613
O -0.7280 1.2415 -4.6828
O -0.5529 -0.9714 -0.9493
H -4.9997 0.0518 4.7572
H -4.5056 -1.4296 3.8902
H -4.7295 0.0678 3.0068
H -2.7521 0.2744 5.2671
H -2.6311 0.8323 3.6241
H -1.2811 -2.2550 0.9790
H -0.3941 -1.3848 2.1957
H -1.5097 0.6718 1.7171
H -2.8418 -0.1434 0.9532
H -0.1531 1.9517 0.5299
H 0.4565 1.4643 -1.0319
H 1.0848 -0.4692 1.1611
H 1.8678 1.0720 1.2190
H 2.2043 -1.1796 -0.6291
H 2.2092 0.3657 -1.4596
H 4.7499 0.6326 -2.5561
H 6.3099 -0.0027 -1.9619
H 5.5273 1.4085 -1.1926
H -3.1165 0.7920 -0.9746
H -1.8369 1.8064 -1.5850
H -1.0911 -1.9874 -2.7707
H 2.9503 -1.0610 -3.8359
H 2.5673 -1.2957 -5.5688
H 2.3838 0.2890 -4.8735
H 0.9388 2.9726 -4.0623
H 1.8726 1.9695 -2.9848
H 0.3694 2.7116 -2.4150
N -2.0647 4.3546 -4.1374
C -3.0109 4.5208 -3.1672
C -2.9984 5.8352 -2.7825
C -1.9986 6.4858 -3.5559
C -1.4410 5.5421 -4.3804
H -1.8492 3.4813 -4.5971
H -3.6126 3.6937 -2.8333
H -3.6324 6.2781 -2.0323
H -1.7206 7.5280 -3.5152
H -0.6563 5.6166 -5.1133
N -4.6963 3.4504 4.5975
C -5.7407 3.8756 3.8216
C -5.2344 4.7021 2.8540
C -3.8276 4.7744 3.0501
C -3.5299 3.9905 4.1311
H -4.7728 2.8337 5.3837
H -6.7478 3.5536 4.0221
H -5.8074 5.1966 2.0877
H -3.1172 5.3333 2.4646
H -2.5904 3.7694 4.6082
N -0.1055 7.1885 -0.9029
C 1.2476 7.3032 -1.0412
C 1.7936 7.4039 0.2125
C 0.7222 7.3453 1.1438
C -0.4353 7.2112 0.4215
H -0.7619 7.0996 -1.6620
H 1.7059 7.3007 -2.0151
H 2.8422 7.5055 0.4366
H 0.7928 7.3939 2.2176
H -1.4614 7.1293 0.7366
N 8.2473 -3.8640 -0.1740
C 6.9159 -3.9312 -0.4915
C 6.6741 -5.1862 -0.9826
C 7.9047 -5.9011 -0.9595
C 8.8573 -5.0586 -0.4540
H 8.7061 -3.0589 0.2058
H 6.2581 -3.0854 -0.3426
H 5.7197 -5.5517 -1.3216
H 8.0693 -6.9172 -1.2773
H 9.9080 -5.2043 -0.2701
N 2.2757 -3.7543 3.9886
C 0.9232 -3.8676 3.8067
C 0.6960 -5.0293 3.1170
C 1.9587 -5.6407 2.8790
C 2.9138 -4.8298 3.4295
H 2.7303 -2.9944 4.4578
H 0.2446 -3.1166 4.1771
H -0.2694 -5.3990 2.8143
H 2.1435 -6.5666 2.3606
H 3.9855 -4.9223 3.4698
N -3.9993 -1.3871 -4.1212
C -5.3248 -1.1798 -4.3712
C -5.8360 -2.3151 -4.9502
C -4.7666 -3.2433 -5.0515
C -3.6495 -2.6355 -4.5297
H -3.3608 -0.7195 -3.6973
H -5.7974 -0.2472 -4.1181
H -6.8571 -2.4610 -5.2635
H -4.8096 -4.2399 -5.4586
H -2.6369 -2.9832 -4.4137
N 5.9957 -0.8965 -6.0133
C 6.7423 -1.9889 -5.6664
C 6.9799 -2.7119 -6.8040
C 6.3523 -2.0269 -7.8801
C 5.7541 -0.9112 -7.3596
H 5.6687 -0.1949 -5.3768
H 7.0366 -2.1588 -4.6451
H 7.5385 -3.6307 -6.8591
H 6.3394 -2.3217 -8.9157
H 5.1789 -0.1317 -7.8285
N 7.0992 -5.4916 6.2179
C 6.0106 -4.9869 5.5613
C 6.4592 -4.0625 4.6566
C 7.8750 -4.0104 4.7694
C 8.2396 -4.9042 5.7399
H 7.0659 -6.1863 6.9388
H 5.0154 -5.3269 5.7927
H 5.8435 -3.4868 3.9858
H 8.5465 -3.3892 4.2015
H 9.2067 -5.1724 6.1285
N -6.2639 2.0882 -2.6903
C -7.3628 2.0793 -3.5032
C -8.1735 3.1161 -3.1244
C -7.5354 3.7782 -2.0404
C -6.3591 3.1204 -1.7991
H -5.5026 1.4346 -2.7391
H -7.4737 1.3402 -4.2776
H -9.1180 3.3720 -3.5741
H -7.8976 4.6378 -1.5019
H -5.5844 3.2966 -1.0717
N -4.7330 -2.2604 7.7605
C -5.7310 -2.8979 8.4430
C -6.5962 -1.9444 8.9107
C -6.1002 -0.6805 8.4898
C -4.9512 -0.9123 7.7820
H -3.9572 -2.7117 7.3112
H -5.7408 -3.9698 8.5367
H -7.4857 -2.1312 9.4882
H -6.5375 0.2845 8.6835
H -4.2704 -0.2371 7.2928
*
```

- LUMO energy (eV) = 1.87
- HOMO (eV) = -5.61
- frontier orbital gap (eV) = 7.477
- E_tot (Ha) = -3409.239631

***

(2)
Computed, not measured: a molecular structure, C56H80As3FN6O10S3TeTl, with wB97M-V/def2-TZVPD.

ORCA input file:
```
! RIJCOSX wB97M-V def2-TZVPD def2/J DEFGRID3
* xyz 0 2
Tl 1.5635 -0.3690 -0.6946
C -2.2623 2.6959 1.5752
As -0.8547 1.3705 2.0729
C -2.0226 0.2153 3.2366
C -0.2397 2.3449 3.7323
C 0.7327 3.5300 3.7162
C 0.8966 3.9430 5.1881
C 2.0841 3.1054 3.1610
As 2.2237 2.6099 1.2290
C 4.1321 2.1130 1.4896
C 2.6625 4.4396 0.5279
C 0.1304 4.6828 2.9167
As 0.9491 6.5083 2.7140
C 2.5046 6.7239 3.9530
C -0.3005 7.4535 3.9333
H -2.3651 3.4881 2.3141
H -3.2285 2.2080 1.4617
H -2.0000 3.1353 0.6142
H -1.9101 0.4476 4.2950
H -1.7511 -0.8251 3.0821
H -3.0678 0.3328 2.9596
H 0.2172 1.5552 4.3366
H -1.1543 2.6606 4.2496
H 1.2296 3.0924 5.7807
H -0.0580 4.2835 5.5895
H 1.6256 4.7383 5.2977
H 2.4157 2.2161 3.7021
H 2.8133 3.9005 3.3460
H 4.6432 2.8309 2.1353
H 4.6493 2.0623 0.5328
H 4.1642 1.1276 1.9496
H 3.0949 5.0889 1.2919
H 1.7630 4.9152 0.1371
H 3.3779 4.3333 -0.2873
H -0.8708 4.8896 3.3111
H 0.0009 4.3272 1.8858
H 3.2538 5.9481 3.8209
H 2.2054 6.7690 4.9979
H 2.9728 7.6778 3.6981
H -1.2908 7.5183 3.4843
H 0.0535 8.4680 4.1180
H -0.3839 6.9372 4.8888
F -5.9781 -1.9790 -2.7174
C -4.8492 -2.4891 -3.2853
C -3.6315 -1.9696 -2.9247
C -2.4547 -2.4584 -3.4803
C -1.1527 -1.8987 -3.0805
O -1.0428 -1.2516 -2.0265
C -0.0928 -2.2116 -4.0017
C -0.2439 -3.2402 -4.8629
N -1.3857 -3.9814 -4.9985
C -1.3888 -5.0884 -5.9056
C -1.8256 -6.4494 -5.4374
C -0.3766 -6.1727 -5.6957
C -2.5310 -3.5046 -4.4217
C -3.7837 -4.0008 -4.7930
C -4.9520 -3.4998 -4.2434
N -6.1780 -3.9708 -4.7591
C -6.4264 -5.3845 -4.8842
C -6.9794 -5.6117 -6.3135
N -7.4544 -4.2863 -6.7858
C -8.3264 -3.6591 -5.7606
C -7.4053 -3.2296 -4.5959
C 1.2441 -1.3885 -4.1889
O 1.8014 -1.6164 -5.2595
O 1.5739 -0.6128 -3.2893
H -3.5761 -1.1708 -2.2090
H 0.5821 -3.4969 -5.5123
H -1.6282 -4.8072 -6.9301
H -2.3591 -7.0879 -6.1292
H -2.1436 -6.5593 -4.4117
H 0.0911 -6.6087 -6.5645
H 0.2780 -6.0744 -4.8436
H -3.8332 -4.7759 -5.5420
H -7.1554 -5.7206 -4.1344
H -5.5074 -5.9451 -4.7274
H -7.8103 -6.3160 -6.3136
H -6.2031 -5.9714 -6.9914
H -7.9041 -4.3466 -7.7013
H -6.6080 -3.6950 -6.8304
H -9.0557 -4.4007 -5.4367
H -8.8552 -2.8048 -6.1829
H -7.9008 -3.4176 -3.6341
H -7.1878 -2.1640 -4.6525
O -2.5158 -3.0363 -0.6514
S -1.5401 -2.1439 -0.0652
O -0.1614 -2.6746 -0.4808
O -1.3953 -2.3163 1.4179
C -2.6051 -0.6229 -0.0487
C -3.7213 -1.0317 0.6831
C -4.9300 -0.3650 0.6013
C -5.0394 0.7508 -0.2138
C -3.9122 1.2026 -0.8704
C -2.6958 0.5299 -0.8034
S -1.4669 1.4584 -1.7694
O -1.9006 2.8418 -1.6686
O -1.5440 0.9761 -3.1293
O -0.1955 1.2783 -1.0586
H -3.6409 -1.9252 1.2799
H -5.7798 -0.7253 1.1627
H -5.9810 1.2681 -0.3314
H -3.9184 2.1085 -1.4569
C 1.4799 -1.9780 3.7755
C 1.6220 -1.3663 2.3696
O 1.7003 -0.1389 2.2671
N 1.7313 -2.2270 1.3733
Te 0.3911 -3.7604 1.1919
C 1.6880 -5.0402 0.0218
C 2.3828 -4.7719 -1.1635
C 2.4146 -3.4147 -1.7737
C 3.1182 -5.7839 -1.7724
C 3.2233 -7.0513 -1.2300
C 4.0283 -8.1231 -1.9037
C 2.5824 -7.2923 -0.0231
C 1.8311 -6.3082 0.5999
C 1.1894 -6.5994 1.9174
C -1.4201 -5.1370 0.8426
C -1.9229 -5.6222 -0.3611
C -1.0633 -5.6020 -1.5888
C -3.2148 -6.1343 -0.4235
C -4.0278 -6.1765 0.6965
C -5.4329 -6.7046 0.6525
C -3.5104 -5.7224 1.9004
C -2.2283 -5.2022 1.9851
C -1.7273 -4.7085 3.3148
H 1.2857 -1.1904 4.5012
H 2.4063 -2.4886 4.0363
H 0.6625 -2.7044 3.7550
H 1.4105 -3.0407 -1.9461
H 2.9555 -3.3984 -2.7180
H 2.9124 -2.7399 -1.0771
H 3.6405 -5.5605 -2.6914
H 4.4909 -7.7428 -2.8111
H 3.3977 -8.9729 -2.1665
H 4.8130 -8.4822 -1.2386
H 2.6750 -8.2652 0.4385
H 1.4135 -7.6121 2.2425
H 0.1083 -6.4827 1.8226
H 1.5559 -5.8915 2.6602
H -0.5554 -4.6435 -1.6531
H -1.6668 -5.7407 -2.4838
H -0.3142 -6.3956 -1.5472
H -3.6006 -6.4755 -1.3780
H -5.7594 -6.8846 -0.3693
H -6.1138 -5.9971 1.1227
H -5.4962 -7.6403 1.2077
H -4.1350 -5.7519 2.7848
H -2.4704 -4.8678 4.0934
H -1.5270 -3.6377 3.2431
H -0.8081 -5.2213 3.6025
C 3.1718 4.3803 -4.1154
N 3.6948 3.1494 -3.5783
C 3.0236 2.3631 -2.7114
N 1.7474 2.6219 -2.4620
S 3.9311 1.1797 -1.9511
H 3.9894 4.9554 -4.5421
H 2.7060 4.9724 -3.3225
H 2.4304 4.1917 -4.8984
H 4.6703 2.9224 -3.6917
H 1.2526 3.2802 -3.0413
H 1.1423 1.9827 -1.9421
*
```

- relative energy (zero: lowest compared OMol25 entry of this formula, charge and spin) (kJ/mol) = 500.72
- <S²> = 0.77
- LUMO energy (spin up / spin down) (eV) = -1.66 / -1.66
- HOMO (spin up / spin down) (eV) = -6.26 / -6.27
- frontier orbital gap (spin up / spin down) (eV) = 4.597 / 4.605
- E_tot (Ha) = -11704.773403

***

(3)
Computed, not measured: 10 unconnected molecules or ions with the total composition C56H86N8O9, with wB97M-V/def2-TZVPD.

ORCA input file:
```
! RIJCOSX wB97M-V def2-TZVPD def2/J DEFGRID3
* xyz 0 1
O 3.3132 -4.3892 5.1475
C 2.1370 -4.4867 5.2679
C 1.5760 -4.9593 6.5331
C 2.4507 -4.9779 7.6610
C 1.8990 -5.2949 8.8868
C 0.6087 -5.6403 9.0785
C -0.2533 -5.5628 7.9783
C 0.1856 -5.3341 6.6965
C -0.7559 -5.3152 5.5635
O -1.9460 -5.5277 5.7897
C -0.2010 -4.6305 4.2909
C -1.1217 -4.2694 3.3046
C -0.7571 -3.5351 2.1782
C 0.5859 -3.1775 1.9863
C 1.5521 -3.5241 2.9484
C 1.1744 -4.2408 4.1241
H 3.4977 -4.7130 7.6581
H 2.4564 -5.2259 9.8092
H 0.2651 -5.8591 10.0787
H -1.3088 -5.6238 8.1987
H -2.1372 -4.6259 3.3939
H -1.5137 -3.3249 1.4368
H 0.8590 -2.5976 1.1171
H 2.5902 -3.2494 2.8324
O 0.6568 5.3966 -3.3985
C 0.0375 4.8245 -4.3149
C 0.1020 3.3389 -4.4296
C 0.8955 2.5049 -3.5360
C 0.9897 1.1184 -3.7601
C 0.1990 0.4831 -4.7360
C -0.5297 1.2378 -5.5920
C -0.5565 2.6264 -5.4733
C -1.4661 3.3468 -6.4195
O -1.8806 2.8920 -7.4557
C -1.8534 4.7533 -6.0912
C -2.7998 5.4579 -6.8206
C -3.1368 6.8175 -6.5103
C -2.5619 7.4167 -5.3538
C -1.5915 6.6695 -4.7298
C -1.1801 5.4331 -5.0664
H 1.3999 2.7990 -2.6274
H 1.3580 0.4098 -3.0330
H 0.1012 -0.5890 -4.8215
H -1.1591 0.7811 -6.3416
H -3.2058 5.0001 -7.7105
H -3.8600 7.4054 -7.0560
H -2.8316 8.4504 -5.1947
H -1.2187 7.1645 -3.8453
C -0.0066 6.0789 -0.1344
C -1.5320 6.2685 -0.4928
N -2.5063 5.1298 -0.5143
C -2.1448 4.1158 -1.6045
C -2.8835 2.6702 -1.5183
C -2.4875 4.5642 0.8094
C -3.0222 5.5726 1.8951
H 0.2124 5.0150 -0.2247
H 0.2404 6.2344 0.9158
H 0.5994 6.7183 -0.7763
H -2.0288 7.1819 -0.1658
H -1.4648 6.3292 -1.5790
H -2.1872 4.5204 -2.6157
H -1.0677 3.9607 -1.6682
H -2.6245 2.1125 -2.4183
H -2.5873 2.0396 -0.6800
H -3.9651 2.7944 -1.5719
H -1.5449 4.0575 1.0160
H -3.1360 3.6881 0.8056
H -2.6436 6.5923 1.8238
H -2.8457 5.1837 2.8979
H -4.0898 5.7445 1.7578
C 1.9285 0.9789 3.5929
C 0.6589 0.0820 3.3958
N -0.3258 0.1044 4.4893
C -0.6401 1.4125 4.9880
C -1.3413 2.3058 3.8931
C -1.4299 -0.7102 4.0824
C -1.9941 -1.4157 5.2961
H 1.5805 2.0098 3.5277
H 2.7533 0.6873 2.9427
H 2.2880 0.8403 4.6126
H 0.1743 0.3446 2.4554
H 0.9871 -0.9453 3.2379
H -1.3457 1.3964 5.8187
H 0.2549 1.9504 5.3004
H -0.8115 2.3342 2.9409
H -2.2356 1.6897 3.7993
H -1.5913 3.2488 4.3793
H -1.2208 -1.6042 3.4949
H -2.1031 -0.2478 3.3606
H -2.3977 -0.6778 5.9894
H -1.4996 -2.2294 5.8265
H -2.9103 -1.8459 4.8915
C 4.3859 -0.3341 0.6688
C 5.6049 0.0682 -0.2614
N 6.7663 0.3702 0.5079
C 7.6031 1.1648 -0.4409
C 7.1811 2.6097 -0.3362
C 7.3912 -0.9201 0.9475
C 8.4347 -0.7246 2.0379
H 4.3868 -1.3768 0.9866
H 3.4351 -0.2871 0.1378
H 4.2285 0.3321 1.5171
H 5.6857 -0.7890 -0.9300
H 5.2399 0.9634 -0.7648
H 8.6777 1.1387 -0.2606
H 7.4424 0.9063 -1.4875
H 7.5538 3.0601 0.5838
H 7.4274 3.3180 -1.1272
H 6.0956 2.6750 -0.2624
H 7.4870 -1.7408 0.2366
H 6.6386 -1.4144 1.5619
H 9.2717 -0.2446 1.5308
H 8.8285 -1.5980 2.5578
H 7.9311 -0.0582 2.7381
C -4.2699 0.4592 1.2266
C -4.0852 -0.9557 1.7368
N -4.8580 -1.4773 2.6070
O -3.2404 -1.6646 1.1784
H -3.3920 0.7476 0.6485
H -4.4168 1.1539 2.0536
H -5.1091 0.5801 0.5417
H -4.7239 -2.4781 2.6267
H -5.7462 -1.0210 2.7589
C 4.8341 -1.8463 -3.9072
C 3.4162 -1.9074 -3.4148
N 2.5485 -2.6943 -4.0207
O 2.9826 -1.2270 -2.4957
H 5.3392 -2.5045 -3.2003
H 5.3079 -0.9181 -3.5878
H 4.9804 -2.1557 -4.9421
H 1.6768 -2.5444 -3.5330
H 2.6177 -2.8752 -5.0119
C -1.9429 -2.5991 -5.6791
C -2.7582 -3.4647 -6.5990
N -2.2521 -4.6404 -6.8584
O -3.7796 -3.0684 -7.1208
H -2.4572 -1.6513 -5.5200
H -0.9539 -2.3107 -6.0355
H -1.8361 -2.9382 -4.6487
H -2.7794 -5.1838 -7.5268
H -1.3102 -4.8713 -6.5762
C -5.6857 -5.5861 -2.5586
C -4.9347 -4.2570 -2.2176
N -5.3689 -3.4665 -1.2275
O -3.8723 -4.0477 -2.7901
H -5.7667 -5.9150 -3.5947
H -6.7006 -5.4933 -2.1721
H -5.3147 -6.4481 -2.0041
H -4.7851 -2.6916 -0.9470
H -6.2220 -3.7119 -0.7458
C -0.3319 -0.6691 -1.0266
C -0.8775 -1.8829 -1.8850
N -2.0252 -2.4300 -1.4763
O -0.2531 -2.2436 -2.8628
H -0.4894 0.3180 -1.4614
H 0.7308 -0.7182 -0.7893
H -0.7448 -0.5822 -0.0216
H -2.3325 -2.9862 -2.2614
H -2.6420 -2.1850 -0.7149
*
```

- relative energy (zero: lowest compared OMol25 entry of this formula, charge and spin) (kJ/mol) = 44.35
- SMILES = O=C1c2ccccc2C(=O)c2ccccc21.O=C1c2ccccc2C(=O)c2ccccc21.CCN(CC)CC.CCN(CC)CC.CCN(CC)CC.CC(N)=O.CC(N)=O.CC(N)=O.CC(N)=O.CC(N)=O
- LUMO energy (eV) = -0.99
- HOMO (eV) = -8.10
- frontier orbital gap (eV) = 7.109
- E_tot (Ha) = -3300.569869

***

The lowest E_tot belongs to which entry? C56H80As3FN6O10S3TeTl